(1)
Entry from the OMol25 dataset: a 12-piece molecular cluster, C24H72O12S12 overall (ωB97M-V/def2-TZVPD).

Results
Energy relative to the best compared isomer or geometry (same formula, charge and spin) ... 331.9 kJ/mol
Gap between HOMO and LUMO ... 7.64 eV
F_max ... 4.1 eV Å⁻¹
Lowest unoccupied orbital energy ... -0.0023 hartree

```
! RIJCOSX wB97M-V def2-TZVPD def2/J DEFGRID3
* xyz 0 1
C 14.6084 30.7770 0.6436
S 14.6156 30.4908 -1.1771
O 14.4000 31.8481 -1.9731
C 16.4376 29.9875 -1.2273
H 14.9880 29.8257 1.0166
H 13.5814 31.0762 0.8531
H 15.3214 31.5674 0.8783
H 16.7802 29.1800 -0.5802
H 17.0778 30.8408 -1.0034
H 16.8317 29.6357 -2.1808
C 8.4245 35.3098 4.8587
S 8.1108 35.1941 6.6935
O 8.1392 36.6422 7.1704
C 9.5680 34.1913 7.1114
H 8.3593 34.2696 4.5395
H 9.4056 35.7406 4.6591
H 7.6791 35.8784 4.3026
H 9.7800 33.6320 6.2002
H 9.3554 33.4144 7.8458
H 10.3610 34.9008 7.3478
C 7.2545 36.3847 -2.9628
S 8.6007 35.5086 -3.8492
O 9.4498 34.8418 -2.7783
C 7.5837 34.1574 -4.5446
H 7.6047 37.3739 -2.6680
H 6.8332 35.8239 -2.1285
H 6.4546 36.6109 -3.6679
H 6.5793 34.4626 -4.8379
H 7.3843 33.3696 -3.8182
H 8.1375 33.7016 -5.3653
C 13.6094 28.7215 6.3527
S 12.4497 28.2130 4.9697
O 11.0610 28.4151 5.5891
C 12.7237 29.6464 3.8238
H 14.6577 28.7447 6.0549
H 13.5687 27.9937 7.1631
H 13.3601 29.7219 6.7065
H 12.9364 30.5474 4.3991
H 11.7451 29.8604 3.3944
H 13.4530 29.5354 3.0213
C 11.4779 33.9045 0.5968
S 11.3079 34.7851 2.2013
O 9.8026 34.7190 2.3670
C 11.9796 33.2948 3.1474
H 11.3283 32.8287 0.6879
H 12.4855 33.9783 0.1877
H 10.8653 34.2454 -0.2378
H 12.8378 32.8653 2.6307
H 11.2077 32.5278 3.0840
H 12.3292 33.5807 4.1395
C 12.2014 36.0525 -5.8468
S 12.8493 34.4771 -5.1556
O 14.2438 34.0715 -5.6594
C 12.9897 34.9472 -3.3588
H 12.3238 36.1311 -6.9270
H 12.6533 36.8960 -5.3250
H 11.1324 36.1572 -5.6611
H 13.2584 34.2237 -2.5891
H 12.0023 35.3182 -3.0843
H 13.6816 35.7873 -3.2993
C 6.4925 35.3526 1.7952
S 5.1924 36.5452 2.4661
O 5.6602 37.2162 3.7351
C 5.5615 37.8272 1.1817
H 6.4425 34.5297 2.5082
H 7.4143 35.9107 1.9591
H 6.3040 35.1647 0.7383
H 6.4747 38.2879 1.5582
H 4.7851 38.5919 1.1575
H 5.7678 37.3603 0.2186
C 17.8334 31.8834 4.2470
S 16.1300 31.1343 4.4261
O 15.1529 31.9742 3.6480
C 16.5457 29.6276 3.4187
H 17.8656 32.9017 4.6345
H 18.0641 31.9099 3.1821
H 18.6621 31.3784 4.7434
H 17.1165 29.0934 4.1783
H 17.2235 29.7327 2.5715
H 15.6716 29.0830 3.0618
C 15.9028 37.5381 -0.7898
S 14.6576 36.6641 0.2474
O 13.4263 36.8777 -0.5842
C 15.3953 34.9828 -0.0235
H 15.6582 38.5870 -0.9571
H 16.0736 37.1576 -1.7968
H 16.8254 37.5424 -0.2094
H 16.4090 34.8183 0.3418
H 15.6096 34.7292 -1.0617
H 14.8344 34.1128 0.3181
C 11.5833 37.5297 4.6805
S 12.3075 36.3311 5.9216
O 13.2883 35.4929 5.1115
C 13.2211 37.4492 7.0550
H 10.8428 38.1871 5.1363
H 11.1401 37.0253 3.8218
H 12.3372 38.2696 4.4116
H 13.4504 38.3938 6.5619
H 14.1809 36.9816 7.2746
H 12.5927 37.8130 7.8680
C 7.8939 31.7932 2.3517
S 8.5125 30.8322 3.8392
O 8.6440 31.7799 4.9775
C 7.0620 29.7467 4.1305
H 7.8475 31.1503 1.4727
H 8.6100 32.5587 2.0530
H 6.9780 32.3141 2.6306
H 7.1576 28.8314 3.5464
H 6.1679 30.2414 3.7508
H 6.9035 29.5248 5.1859
C 15.7185 33.4964 7.5674
S 14.5653 32.4653 8.5064
O 15.0748 31.0490 8.2668
C 13.0849 32.6079 7.3321
H 15.7301 33.1199 6.5445
H 16.7317 33.4001 7.9577
H 15.3550 34.5212 7.4912
H 13.4287 32.3537 6.3294
H 12.6412 33.5963 7.4513
H 12.3565 31.9733 7.8368
*
```

---

(2)
Entry from the OMol25 dataset: a 2-piece molecular cluster, C5H11NO overall (ωB97M-V/def2-TZVPD).

Results
Energy relative to the best compared isomer or geometry (same formula, charge and spin) ... 509.0 kJ/mol
Gap between HOMO and LUMO ... 6.50 eV
F_max ... 2.1 eV Å⁻¹
Lowest unoccupied orbital energy ... -0.0220 hartree

```
! RIJCOSX wB97M-V def2-TZVPD def2/J DEFGRID3
* xyz 0 1
C 1.9270 -0.0250 -0.5113
O 0.5310 0.1286 -0.5071
C 2.3878 -0.6129 0.8342
H 2.4308 0.9592 -0.6639
H 2.2705 -0.7296 -1.3179
H 3.4653 -0.7741 0.8441
H 1.8962 -1.5724 1.0442
H 2.1180 0.0831 1.6304
C -1.4144 0.5560 0.4638
C -1.7518 -0.0802 1.5960
C -1.5883 0.4760 -1.8796
N -2.1504 0.2323 -0.7275
H -0.7386 1.3826 0.2870
H -2.4943 -0.9038 1.5676
H -1.2613 0.1648 2.5361
H -2.1312 0.2266 -2.8077
H -0.5323 0.8423 -1.7449
H -2.9638 -0.3536 -0.6436
*
```

---

(3)
Entry from the OMol25 dataset: an isolated ion of composition C6H14NO and charge -1 (ωB97M-V/def2-TZVPD).

Results
SMILES ... CNCCCCC[O-]
Energy relative to the best compared isomer or geometry (same formula, charge and spin) ... 84.7 kJ/mol
Gap between HOMO and LUMO ... 5.99 eV
F_max ... 1.2 eV Å⁻¹
Lowest unoccupied orbital energy ... 0.1357 hartree

```
! RIJCOSX wB97M-V def2-TZVPD def2/J DEFGRID3
* xyz -1 1
C 0.1577 -0.1271 3.2335
N -0.7210 -0.1148 2.0535
C -0.2189 0.8009 1.0109
C -0.9621 0.6263 -0.3065
C -0.7103 -0.7272 -0.9668
C 0.6225 -0.8098 -1.6994
C 0.8652 0.3266 -2.7267
O 1.0092 1.5571 -2.1985
H 0.9844 0.5656 3.0882
H -0.4123 0.2036 4.1208
H 0.4906 -1.1335 3.5007
H -0.6636 -1.0573 1.6844
H 0.8455 0.6460 0.7787
H -0.3267 1.7919 1.4393
H -0.6218 1.4313 -0.9652
H -2.0340 0.7477 -0.1076
H -1.5075 -0.8327 -1.7126
H -0.7739 -1.6147 -0.3169
H 1.4157 -0.7026 -0.9335
H 0.7571 -1.7832 -2.1807
H 1.7793 0.0546 -3.3188
H 0.0247 0.1516 -3.4766
*
```

---

(4)
Entry from the OMol25 dataset: a 10-piece molecular cluster, C73H156F12N4O13P2S4 overall (ωB97M-V/def2-TZVPD).

Results
Gap between HOMO and LUMO ... 9.62 eV
F_max ... 4.1 eV Å⁻¹
Lowest unoccupied orbital energy ... -0.0988 hartree

```
! RIJCOSX wB97M-V def2-TZVPD def2/J DEFGRID3
* xyz 2 1
C -2.0174 -3.9831 -3.7718
C -1.4036 -2.8607 -3.0391
C -2.1977 -1.5288 -3.1410
O -1.4812 -0.5262 -2.3804
C -2.1912 0.6078 -1.9526
N -1.4619 -3.1600 -1.5813
H -1.2498 -4.1678 -1.4102
H -0.7944 -2.6168 -1.0962
H -2.4214 -3.0256 -1.2625
H -1.5426 -4.8869 -3.4007
H -1.9596 -3.8305 -4.8393
H -3.0839 -4.1853 -3.6723
H -0.3179 -2.6499 -3.2366
H -3.2768 -1.5593 -2.8851
H -2.0585 -1.1820 -4.1576
H -1.4895 1.4825 -1.8901
H -2.5443 0.4168 -0.9644
H -3.0073 0.8392 -2.6533
C -3.4790 4.8295 -2.0787
C -5.0329 4.8683 -2.0068
C -5.6619 3.5619 -1.5991
C -7.0804 3.9186 -1.0731
N -8.0849 2.8009 -0.7893
C -8.1626 1.9414 -1.9733
C -9.5934 1.3472 -1.9564
C -10.4586 2.4222 -1.2167
C -9.4642 3.4345 -0.7008
C -7.7093 1.9288 0.3429
C -7.7608 2.4739 1.8046
C -6.8116 1.7998 2.7566
H -3.0482 5.7670 -2.4873
H -3.0201 3.9108 -2.6114
H -3.1030 4.8035 -1.0352
H -5.3832 5.1336 -2.9909
H -5.3676 5.7186 -1.3558
H -5.0307 3.0262 -0.8490
H -5.7590 2.9964 -2.4883
H -7.5060 4.5687 -1.8808
H -6.9806 4.4032 -0.1235
H -7.3089 1.2509 -1.9570
H -8.1352 2.6975 -2.7467
H -9.6335 0.4203 -1.3066
H -9.8152 0.9359 -2.9946
H -11.0793 1.9870 -0.4668
H -11.0783 2.7983 -1.9942
H -9.7007 3.8077 0.2505
H -9.4634 4.3162 -1.3627
H -6.6898 1.6993 0.1171
H -8.2277 1.0047 0.2061
H -8.7179 2.2872 2.2444
H -7.4761 3.5435 1.8409
H -7.2175 0.7502 2.7601
H -6.9007 2.2545 3.7294
H -5.6943 1.7656 2.5662
C 2.4801 1.0760 -0.2081
C 1.3964 0.7011 -1.2107
C 1.7833 -0.5963 -1.9698
C 3.1509 -0.5565 -2.6919
N 3.3477 -1.7450 -3.6401
C 3.1293 -3.0706 -2.8802
C 4.0293 -4.1111 -3.6644
C 4.9125 -3.1989 -4.5763
C 4.7699 -1.7967 -4.0577
C 2.3655 -1.5919 -4.7649
C 2.7682 -0.7162 -5.9462
C 1.6014 -0.6335 -6.9753
H 2.6228 0.2519 0.5259
H 2.2036 1.9898 0.3335
H 3.4327 1.3597 -0.5723
H 1.2503 1.5079 -1.9382
H 0.4655 0.5759 -0.7485
H 0.9655 -0.8064 -2.6116
H 1.8140 -1.5127 -1.3520
H 3.9922 -0.5344 -2.0417
H 3.2690 0.2454 -3.3338
H 2.0683 -3.3126 -2.8344
H 3.4659 -2.9866 -1.8398
H 3.3525 -4.7712 -4.1999
H 4.4880 -4.7674 -2.9213
H 4.4449 -3.3463 -5.5673
H 5.9243 -3.5862 -4.7281
H 4.9654 -1.0160 -4.7605
H 5.3666 -1.6278 -3.1758
H 1.4509 -1.1594 -4.3478
H 2.1299 -2.5568 -5.2059
H 3.7027 -1.0557 -6.4800
H 3.0451 0.2817 -5.5872
H 1.9207 -0.4206 -8.0099
H 0.9056 0.1716 -6.7388
H 1.0231 -1.4683 -7.0259
C -3.0198 -0.6436 2.9022
C -2.3770 -1.9741 3.0168
C -2.9157 -3.0538 2.0087
C -4.3682 -3.4055 2.2591
N -4.7624 -4.8469 2.0301
C -6.2604 -5.0230 2.3141
C -6.3552 -5.9107 3.5059
C -5.0230 -5.6789 4.2493
C -4.0111 -5.6232 3.0461
C -4.4567 -5.2157 0.6555
C -4.7769 -6.6178 0.2187
C -4.3339 -6.7043 -1.2446
H -2.8493 0.0260 3.7668
H -4.0977 -0.7481 2.7342
H -2.6013 -0.1213 1.9988
H -2.2706 -2.4007 4.0693
H -1.3269 -1.8490 2.7818
H -2.2745 -3.9778 2.0887
H -2.8175 -2.5157 1.0456
H -5.0473 -2.7417 1.7098
H -4.5090 -3.3528 3.3490
H -6.7225 -5.5350 1.4638
H -6.6395 -4.0169 2.4302
H -6.3688 -6.9558 3.2945
H -7.2929 -5.5850 4.0918
H -4.8299 -6.3891 5.0716
H -5.0891 -4.7134 4.7675
H -3.6892 -6.6538 2.7558
H -3.1154 -5.1610 3.1886
H -3.3365 -5.1207 0.5711
H -4.9907 -4.4513 0.0454
H -5.8710 -6.8212 0.2440
H -4.3510 -7.3747 0.8092
H -5.0445 -6.2036 -1.9333
H -4.4057 -7.7872 -1.4899
H -3.3053 -6.4564 -1.4993
C -0.9395 -6.5321 4.7969
C 0.1586 -6.2846 5.7783
C 0.6007 -4.8174 5.9257
C 1.9128 -4.5625 6.7192
P 2.6347 -2.8953 6.6510
C 2.0689 -1.9535 8.1240
C 0.5458 -1.6085 8.1526
C 0.1522 -0.7498 9.3480
C -1.2771 -0.1619 9.2348
C 4.4063 -2.8685 6.6435
C 4.9744 -3.2882 5.3255
C 6.5099 -3.2555 5.3414
C 7.0540 -3.6869 4.0410
C 2.0367 -1.9725 5.1765
C 2.2668 -0.4348 5.1407
C 3.7523 0.0275 4.8682
C 3.8596 1.5186 4.3955
H -0.4399 -6.5314 3.8128
H -1.7240 -5.7125 4.8295
H -1.4016 -7.4492 5.0431
H 1.0002 -6.8507 5.5024
H -0.0850 -6.6622 6.7540
H -0.2390 -4.2237 6.3456
H 0.6370 -4.4549 4.8868
H 2.6913 -5.2109 6.3056
H 1.8235 -4.7738 7.7586
H 2.6757 -1.0650 8.3059
H 2.2603 -2.5785 9.0259
H -0.0825 -2.5691 8.1038
H 0.3725 -1.0995 7.2140
H 0.7960 0.0307 9.4122
H 0.2142 -1.4436 10.2426
H -1.3335 0.7364 8.6170
H -1.6568 0.0504 10.2257
H -2.0204 -0.9203 8.8072
H 4.8388 -3.4524 7.4381
H 4.5685 -1.8697 6.9884
H 4.6205 -2.5607 4.5714
H 4.6493 -4.3167 5.1536
H 6.8185 -3.9530 6.0641
H 6.9635 -2.3621 5.6924
H 8.1165 -3.6369 4.0356
H 6.7201 -3.0323 3.1719
H 6.8575 -4.7346 3.7572
H 0.9633 -2.0818 5.1270
H 2.3802 -2.3955 4.2368
H 1.8513 -0.0406 6.0204
H 1.7865 -0.0255 4.2420
H 4.0728 -0.7015 4.1269
H 4.4355 -0.0249 5.7364
H 3.7166 2.0734 5.3119
H 3.2894 1.8540 3.5204
H 4.8730 1.6584 4.0544
C 3.3811 7.6577 -6.9367
C 2.4187 7.2125 -5.8508
C 2.9602 6.3241 -4.6243
C 4.3044 6.8181 -4.1094
P 4.8103 5.7737 -2.7295
C 5.1114 4.0975 -3.2843
C 5.7209 4.1714 -4.6782
C 6.4845 2.9196 -5.1186
C 5.5734 1.6654 -5.1501
C 3.7394 5.5596 -1.3179
C 3.4881 6.8550 -0.5412
C 2.5161 7.8296 -1.2157
C 1.8537 8.8030 -0.2260
C 6.3537 6.4288 -2.0233
C 6.6810 7.8943 -2.2015
C 7.8087 8.2819 -1.2579
C 8.1446 9.7424 -1.2237
H 2.9660 8.3284 -7.6627
H 3.7961 6.8857 -7.5423
H 4.2518 8.2127 -6.5446
H 1.6162 6.6283 -6.2028
H 1.9380 8.0858 -5.4384
H 3.1125 5.2935 -4.9845
H 2.1950 6.2179 -3.8655
H 4.3306 7.8554 -3.8381
H 5.0807 6.6740 -4.8470
H 4.1491 3.5631 -3.2627
H 5.7985 3.5236 -2.5956
H 6.4303 5.0010 -4.6098
H 4.9198 4.4744 -5.3594
H 7.2977 2.7667 -4.4286
H 6.9795 3.1121 -6.1346
H 5.1878 1.4571 -6.1838
H 4.6927 1.7250 -4.4867
H 6.1053 0.7706 -4.7897
H 4.3882 4.7729 -0.7735
H 2.8534 5.0808 -1.6944
H 4.4182 7.4055 -0.3378
H 3.0589 6.5656 0.4083
H 1.7271 7.1492 -1.6358
H 2.9762 8.2959 -2.0718
H 2.5826 9.5098 0.1462
H 1.3975 8.2536 0.6488
H 0.9737 9.3210 -0.6417
H 7.1861 5.7943 -2.4307
H 6.3336 6.1441 -0.9527
H 5.8340 8.5812 -2.0538
H 6.8356 8.0370 -3.2476
H 8.6610 7.6855 -1.5806
H 7.5244 8.0607 -0.2867
H 8.7575 9.9769 -0.3650
H 7.2860 10.3397 -1.2464
H 8.7398 9.9520 -2.1536
C 3.1390 -2.8817 1.1924
F 3.2570 -3.9954 0.5263
F 3.9279 -2.9903 2.2975
F 3.7306 -1.9063 0.4329
S 1.3616 -2.4497 1.6637
O 0.6014 -2.6182 0.4532
O 1.0769 -3.3859 2.7457
O 1.6219 -1.1075 2.0582
C -0.1092 -8.0608 -0.0309
F 0.4754 -8.4668 1.1307
F 0.5358 -8.6039 -1.0591
F -1.4094 -8.5502 -0.0672
S -0.1307 -6.0968 -0.1590
O 1.2564 -5.7265 -0.1485
O -0.7156 -5.8828 -1.4941
O -1.0181 -5.6343 0.8718
C -6.9889 -1.9653 -0.7968
F -7.0041 -2.7086 -1.9499
F -8.1106 -1.1974 -0.7322
F -7.0440 -2.7821 0.2254
S -5.3882 -0.9427 -0.6448
O -5.5537 0.1042 -1.6257
O -5.4640 -0.5233 0.7525
O -4.3226 -1.9083 -0.8975
C -0.5497 2.2482 -5.3962
F -0.8455 1.0147 -5.0675
F -0.2711 2.2428 -6.6967
F -1.6694 2.9723 -5.2948
S 0.7633 2.9850 -4.3122
O 1.5844 1.7727 -4.2138
O 1.3989 4.0750 -5.0404
O 0.0438 3.3222 -3.1022
*
```